The following is a DFT calculation (the ωB97M-V functional and the def2-TZVPD basis) of 2 unconnected molecules or ions with the total composition C5H9NO at a distorted geometry.

## Properties
Energy relative to the best compared isomer or geometry (same formula, charge and spin), kJ/mol: 898.2
Lowest unoccupied orbital energy, hartree: -0.129
Strongest force on any atom, eV Å⁻¹: 2.5
Frontier orbital gap, eV: 3.2
DFT total energy, Eh: -325.59543

CARTESIAN COORDINATES (ANGSTROEM)
C -0.759 0.964 1.679
C -1.472 0.854 2.794
O -0.993 0.225 3.998
H 1.044 -0.036 -0.579
H 0.366 1.043 1.621
H -2.533 1.016 2.876
H -1.744 0.093 4.609
C 1.018 -0.865 -3.015
C 2.162 -0.084 -2.852
C 0.013 -0.226 -0.950
N -0.027 -0.962 -2.232
H 1.007 -1.446 -3.949
H 2.361 0.487 -1.978
H 2.898 -0.078 -3.636
H -0.521 -0.792 -0.189
H -0.516 0.783 -1.076


The following is a DFT calculation (the ωB97M-V functional and the def2-TZVPD basis) of a molecular structure, C5H9NO at a distorted geometry.

## Properties
Energy relative to the best compared isomer or geometry (same formula, charge and spin), kJ/mol: 590.6
Lowest unoccupied orbital energy (alpha / beta), hartree: 0.005 / 0.005
Strongest force on any atom, eV Å⁻¹: 4.0
Frontier orbital gap (alpha / beta), eV: 7.3 / 7.3
DFT total energy, Eh: -325.71261

CARTESIAN COORDINATES (ANGSTROEM)
C 0.101 -1.255 0.511
C 1.396 -0.681 1.036
C -0.317 0.738 -1.324
C -1.346 1.153 -0.452
C -1.288 0.074 0.715
O 0.540 1.635 -1.819
N -2.287 0.068 -0.108
H 1.123 1.234 -2.479
H -0.393 -0.199 -1.865
H -1.600 2.193 -0.286
H -1.041 0.392 1.723
H 0.217 -1.806 -0.423
H -0.355 -1.943 1.224
H 2.079 -1.468 1.373
H 1.935 -0.107 0.275
H 1.237 -0.027 1.901


The following is a DFT calculation (the ωB97M-V functional and the def2-TZVPD basis) of a molecular structure, C5H9NO.

## Properties
Energy relative to the best compared isomer or geometry (same formula, charge and spin), kJ/mol: 406.5
Lowest unoccupied orbital energy, hartree: 0.032
Strongest force on any atom, eV Å⁻¹: 0.9
Frontier orbital gap, eV: 10.3
DFT total energy, Eh: -325.78271

CARTESIAN COORDINATES (ANGSTROEM)
C -1.381 -1.262 -0.736
C -0.843 -0.007 -0.076
O -1.339 0.127 1.242
C 0.681 -0.034 0.253
C 1.745 0.489 -0.703
C 0.409 0.787 1.461
N 0.268 1.704 2.219
H -0.996 -1.387 -1.756
H -2.472 -1.200 -0.781
H -1.119 -2.144 -0.142
H -1.068 0.873 -0.705
H -0.871 1.259 1.967
H 0.920 -1.045 0.600
H 2.666 0.739 -0.166
H 1.410 1.383 -1.239
H 1.990 -0.284 -1.438


The following is a DFT calculation (the ωB97M-V functional and the def2-TZVPD basis) of C5H9NO in the gas phase at a distorted geometry.

## Properties
Energy relative to the best compared isomer or geometry (same formula, charge and spin), kJ/mol: 212.9
Lowest unoccupied orbital energy, hartree: 0.037
Strongest force on any atom, eV Å⁻¹: 2.4
Frontier orbital gap, eV: 10.7
DFT total energy, Eh: -325.85646
SMILES: C=NCCCC=O

CARTESIAN COORDINATES (ANGSTROEM)
C 2.751 -0.346 0.586
N 1.516 -0.183 0.795
C 0.608 -0.769 -0.223
C -0.809 -0.701 0.380
C -1.310 0.748 0.307
C -1.732 1.105 -1.136
O -1.397 2.119 -1.683
H 3.409 0.102 1.330
H 3.155 -0.797 -0.328
H 0.571 -0.082 -1.073
H 0.918 -1.786 -0.443
H -0.802 -0.927 1.452
H -1.574 -1.357 -0.052
H -0.587 1.507 0.592
H -2.159 0.929 0.968
H -2.558 0.439 -1.470


The following is a DFT calculation (the ωB97M-V functional and the def2-TZVPD basis) of C5H9NO in the gas phase at a distorted geometry.

## Properties
Energy relative to the best compared isomer or geometry (same formula, charge and spin), kJ/mol: 313.6
Lowest unoccupied orbital energy, hartree: 0.006
Strongest force on any atom, eV Å⁻¹: 1.9
Frontier orbital gap, eV: 10.9
DFT total energy, Eh: -325.81812
SMILES: CC(C)(C#N)CO

CARTESIAN COORDINATES (ANGSTROEM)
C 1.408 -0.256 0.536
C 0.019 -0.308 -0.151
C -0.025 0.646 -1.342
C -0.572 -1.822 -0.702
N 0.439 -2.241 -1.095
C -1.075 -0.065 0.879
O -0.900 1.168 1.531
H 1.473 0.705 1.072
H 1.522 -1.049 1.278
H 2.247 -0.308 -0.166
H 0.772 0.442 -2.065
H 0.111 1.677 -0.985
H -0.987 0.575 -1.854
H -2.048 -0.168 0.372
H -1.013 -0.845 1.645
H -1.372 1.848 1.047


The following is a DFT calculation (the ωB97M-V functional and the def2-TZVPD basis) of C5H9NO in the gas phase.

## Properties
Energy relative to the best compared isomer or geometry (same formula, charge and spin), kJ/mol: 577.5
Lowest unoccupied orbital energy, hartree: 0.024
Strongest force on any atom, eV Å⁻¹: 0.4
Frontier orbital gap, eV: 7.6
DFT total energy, Eh: -325.71759

CARTESIAN COORDINATES (ANGSTROEM)
C 1.052 -1.404 0.663
C 0.445 -0.130 1.197
N 0.951 1.161 0.680
C -0.475 0.727 0.416
C -0.388 0.560 -1.095
C -1.504 -0.107 -1.789
O -1.424 1.304 -1.783
H 0.408 -2.243 0.944
H 2.043 -1.573 1.096
H 1.125 -1.368 -0.425
H 0.325 -0.098 2.278
H 1.211 1.917 1.309
H -1.243 1.301 0.936
H 1.151 1.062 -0.422
H -1.309 -0.588 -2.751
H -2.368 -0.520 -1.256


The following is a DFT calculation (the ωB97M-V functional and the def2-TZVPD basis) of 2 unconnected molecules or ions with the total composition C5H9NO at a distorted geometry.

## Properties
Energy relative to the best compared isomer or geometry (same formula, charge and spin), kJ/mol: 212.2
Lowest unoccupied orbital energy, hartree: 0.035
Strongest force on any atom, eV Å⁻¹: 1.8
Frontier orbital gap, eV: 10.8
DFT total energy, Eh: -325.85673

CARTESIAN COORDINATES (ANGSTROEM)
C 1.370 0.685 -0.100
C 0.086 0.205 0.574
C 0.322 -0.960 1.538
C -1.206 0.284 -0.154
N -1.350 0.984 -1.203
C -0.166 -0.980 -2.176
O -0.549 -0.949 -3.246
H 2.016 -0.119 -0.479
H 1.945 1.224 0.659
H 1.143 1.361 -0.927
H 1.030 -0.629 2.306
H 0.762 -1.855 1.072
H -0.603 -1.266 2.036
H -2.024 -0.162 0.432
H -0.357 1.080 1.137
H -2.326 1.066 -1.471


The following is a DFT calculation (the ωB97M-V functional and the def2-TZVPD basis) of C5H9NO in the gas phase.

## Properties
Energy relative to the best compared isomer or geometry (same formula, charge and spin), kJ/mol: 190.8
Lowest unoccupied orbital energy, hartree: 0.035
Strongest force on any atom, eV Å⁻¹: 0.5
Frontier orbital gap, eV: 10.3
DFT total energy, Eh: -325.86489
SMILES: CC(=O)[C@@H]1CN1C

CARTESIAN COORDINATES (ANGSTROEM)
C -1.416 1.182 1.316
C -1.455 -0.225 0.762
O -2.405 -0.960 0.946
C -0.267 -0.721 -0.021
C 1.127 -0.640 0.516
N 0.694 0.236 -0.540
C 1.238 -0.010 -1.866
H -2.371 1.664 1.096
H -1.328 1.141 2.407
H -0.598 1.773 0.901
H -0.484 -1.614 -0.613
H 1.782 -1.476 0.266
H 1.330 -0.176 1.479
H 2.219 0.474 -1.934
H 0.575 0.434 -2.615
H 1.361 -1.082 -2.100


The following is a DFT calculation (the ωB97M-V functional and the def2-TZVPD basis) of C5H9NO in the gas phase at a distorted geometry.

## Properties
Energy relative to the best compared isomer or geometry (same formula, charge and spin), kJ/mol: 568.5
Lowest unoccupied orbital energy (alpha / beta), hartree: 0.022 / 0.022
Strongest force on any atom, eV Å⁻¹: 4.4
Frontier orbital gap (alpha / beta), eV: 7.4 / 7.4
DFT total energy, Eh: -325.72102

CARTESIAN COORDINATES (ANGSTROEM)
C -1.667 0.483 -0.641
C -0.643 -0.011 0.345
C 0.622 -0.499 -0.106
N 1.184 -1.699 0.391
C 1.466 1.076 0.062
C 1.329 0.354 -1.075
O -1.135 -0.638 1.460
H -2.091 -0.748 1.403
H 2.179 -1.729 0.222
H 1.008 -1.843 1.377
H 1.990 1.000 1.002
H -2.503 0.957 -0.124
H -1.199 1.150 -1.361
H -2.086 -0.366 -1.191
H 1.024 0.696 -2.050
H 0.522 1.817 0.286


The following is a DFT calculation (the ωB97M-V functional and the def2-TZVPD basis) of C5H9NO in the gas phase at a distorted geometry.

## Properties
Energy relative to the best compared isomer or geometry (same formula, charge and spin), kJ/mol: 465.6
Lowest unoccupied orbital energy, hartree: 0.038
Strongest force on any atom, eV Å⁻¹: 3.5
Frontier orbital gap, eV: 9.7
DFT total energy, Eh: -325.76021
SMILES: C[C@H]1CC/C1=N\O

CARTESIAN COORDINATES (ANGSTROEM)
C -1.703 -1.144 -0.058
C -0.566 -0.277 -0.524
C -0.682 1.271 -0.420
C 0.643 1.230 0.354
C 0.780 -0.219 0.176
N 1.712 -1.043 0.432
O 2.902 -0.274 0.464
H -2.555 -1.039 -0.737
H -2.026 -0.855 0.948
H -1.392 -2.191 -0.042
H -0.241 -0.541 -1.534
H -0.697 1.766 -1.401
H -1.522 1.674 0.156
H 0.319 0.612 1.376
H 1.451 1.972 0.201
H 3.578 -0.941 0.608


Question: strongest force on any atom of number 2 (C5H9NO)?
Answer: 4.0 eV Å⁻¹